Computed, not measured: 3 unconnected molecules or ions with the total composition CH6O4 at a distorted geometry, with the ωB97M-V functional and the def2-TZVPD basis.

Computed properties:
* calculated total energy: -9323.4376 eV
* E_HOMO: -10.89 eV
* frontier orbital gap: 11.49 eV
* spin multiplicity: 1
* ΔE to the lowest compared entry with this formula, charge and spin: 142.6 kJ/mol

Last column: Löwdin charge in e.
Element x y z (Å)
O1 -0.815 -1.990 -0.134  0.030
C1 0.303 -1.986 0.385  -0.271
O2 0.702 -0.924 1.251  0.008
H1 0.997 -2.785 0.344  0.118
H2 0.184 -0.139 0.919  0.070
H3 -1.048 2.367 1.856  0.037
H4 -1.290 0.957 1.182  0.016
O3 -0.780 1.745 1.198  -0.020
H5 0.584 1.802 -2.235  0.148
H6 0.324 0.210 -2.646  -0.038
O4 0.839 0.744 -2.122  -0.098